Entry 1:
An isolated molecule of C6H9N3OS. Source: OMol25; level of theory: ωB97M-V with the def2-TZVPD basis set.

Geometry as ORCA input:
```
! RIJCOSX wB97M-V def2-TZVPD def2/J DEFGRID3
* xyz 0 1
C 0.5073 -1.2118 0.7745
C 0.3341 0.5241 -1.7120
C 0.7473 0.2632 1.1025
C -0.4096 1.2217 0.7419
C 0.0089 2.5075 0.1158
C -0.5898 -3.1574 -0.0093
N -0.5930 -0.2641 -1.7201
N -0.9569 -1.3340 -1.2651
N -0.1335 -1.8309 -0.0601
O 1.9177 2.5537 -1.8339
S 0.5088 2.2458 -1.6733
H 0.9837 0.2362 2.1034
H 1.6244 0.5631 0.6376
H -1.2067 0.5931 0.2239
H -0.8861 1.3751 1.6938
H -0.8799 3.2438 0.0866
H 0.7873 2.9371 0.6202
H 0.2914 -3.7593 0.5016
H -1.3440 -3.2129 0.6926
H -0.7115 -3.4941 -1.0206
*
```

Output
Gap between HOMO and LUMO (spin up / spin down) ... 0.2562 / 0.2562 Eh
E ... -23712.3229 eV
Molecular weight ... 171.225 g mol⁻¹

Entry 2:
An isolated ion of composition C6H9N4 and charge +1. Source: OMol25; level of theory: ωB97M-V with the def2-TZVPD basis set.

Geometry as ORCA input:
```
! RIJCOSX wB97M-V def2-TZVPD def2/J DEFGRID3
* xyz 1 1
C -0.1684 0.0998 2.2807
C -0.7538 0.4563 -0.6027
C 2.9167 -0.5749 -0.0180
C -0.7967 0.1478 -1.9939
C 1.9702 0.2544 -0.4589
C -1.5363 0.4681 1.6760
N 0.8145 0.4122 1.5370
N -1.8740 0.3187 -2.5998
N 0.9522 0.7659 0.3644
N -1.6083 0.0519 0.2333
H -0.1430 -0.2666 3.2859
H 3.5459 -1.1020 -0.6648
H 3.1971 -0.7044 0.9622
H 0.0384 -0.2101 -2.4678
H 1.7637 0.4863 -1.4602
H -2.4661 0.0637 2.0353
H -1.6395 1.5516 1.6632
H -2.1984 0.1563 -3.5142
H -2.5561 -0.4531 0.0438
*
```

Output
Gap between HOMO and LUMO (spin up / spin down) ... 0.2751 / 0.2750 Eh
E ... -12315.3268 eV
Molecular weight ... 137.166 g mol⁻¹

Entry 3:
An isolated ion of composition C6H9N4O3 and charge +1. Source: OMol25; level of theory: ωB97M-V with the def2-TZVPD basis set.

Geometry as ORCA input:
```
! RIJCOSX wB97M-V def2-TZVPD def2/J DEFGRID3
* xyz 1 1
C -0.7200 2.0769 0.2356
N -0.2917 1.1091 -0.6601
C -0.3675 0.9972 -1.9970
N -0.8445 2.0390 -2.9253
O -0.8173 1.7722 -4.1075
O -1.1685 3.1218 -2.4191
C 0.1149 -0.2402 -2.4122
N 0.4395 -0.9460 -1.2778
C 0.2971 -0.0766 -0.2169
C 0.2812 -0.5505 1.1218
N 0.7730 -1.6868 1.5490
C 0.6149 -2.1387 2.9359
O 1.3373 -2.6699 0.8723
H -1.8124 1.8645 0.6442
H -0.0034 2.1956 1.0515
H -0.8624 3.0739 -0.3039
H 0.0477 -0.7208 -3.3256
H -0.3705 0.0181 1.7743
H 1.0772 -1.2831 3.5929
H -0.4640 -2.4589 2.9997
H 1.2026 -3.0333 2.9904
H 1.5370 -2.4635 -0.1220
*
```

Output
SMILES string ... Cn1c([N+](=O)[O-])cnc1/C=[N+](/C)O
Gap between HOMO and LUMO ... 0.2975 Eh
E ... -18457.9974 eV
Molecular weight ... 185.163 g mol⁻¹

Entry 4:
An isolated ion of composition C6H9N4S and charge +1. Source: OMol25; level of theory: ωB97M-V with the def2-TZVPD basis set.

Geometry as ORCA input:
```
! RIJCOSX wB97M-V def2-TZVPD def2/J DEFGRID3
* xyz 1 1
C 1.2196 -3.0239 -0.7874
C 0.3251 -2.2652 -1.5697
C 1.3661 -2.3131 0.3697
C 0.0869 2.1149 -0.1188
C -1.1001 0.4635 1.1138
C 0.4592 -0.1321 1.1298
N -0.0482 -1.1762 -0.9425
N 0.5760 -1.2094 0.2494
N -1.0721 1.6125 0.2583
N 0.2001 3.1629 -0.9155
S 1.4715 1.3279 0.5373
H 1.6821 -3.9527 -1.0455
H -0.0425 -2.4839 -2.5521
H 1.9478 -2.4869 1.2504
H -1.7366 -0.3157 0.6912
H -1.4119 0.7128 2.1304
H 0.7923 -0.3815 2.1344
H -1.9525 1.9805 -0.0778
H -0.6085 3.6557 -1.2631
H 1.1105 3.4908 -1.1991
*
```

Output
Gap between HOMO and LUMO ... 0.3553 Eh
E ... -23157.2355 eV
Molecular weight ... 169.233 g mol⁻¹

Entry 5:
An isolated molecule of C6H9N5O3. Source: OMol25; level of theory: ωB97M-V with the def2-TZVPD basis set.

Geometry as ORCA input:
```
! RIJCOSX wB97M-V def2-TZVPD def2/J DEFGRID3
* xyz 0 1
N -0.8609 1.7834 1.1824
N 0.1647 0.8942 1.5432
C 1.4288 1.2798 1.7916
O 1.8273 2.3767 2.0994
N 2.2388 0.1320 1.6606
C 1.6082 -0.9689 1.1749
O 2.1124 -2.0277 0.9138
C 0.1296 -0.6034 1.0155
N -0.3746 -0.7256 -0.2816
C 0.3227 -0.2467 -1.4590
C -0.6827 -0.5422 -2.5816
N -1.9192 -0.6875 -1.8501
C -1.7370 -0.8642 -0.5190
O -2.5698 -1.1063 0.3176
H -0.5239 2.7195 1.4138
H -1.6879 1.5760 1.7463
H 3.2339 0.1863 1.8238
H -0.5228 -1.1618 1.6950
H 1.2657 -0.7821 -1.5906
H 0.5253 0.8284 -1.3748
H -0.7518 0.2697 -3.3094
H -0.4258 -1.4687 -3.1118
H -2.8008 -0.8611 -2.2999
*
```

Output
SMILES string ... NN1C(=O)NC(=O)[C@@H]1N1CCNC1=O
Gap between HOMO and LUMO ... 0.3576 Eh
E ... -19962.0463 eV
Molecular weight ... 199.170 g mol⁻¹

Entry 6:
C6H9NO as an isolated structure. Source: OMol25; level of theory: ωB97M-V with the def2-TZVPD basis set.

Geometry as ORCA input:
```
! RIJCOSX wB97M-V def2-TZVPD def2/J DEFGRID3
* xyz 0 1
C 1.2684 0.2731 0.5575
C -1.8971 -1.5342 -0.4378
C 2.2693 -0.0472 -0.5367
C -0.6895 0.9469 0.2505
C -0.5404 -0.9083 -0.5623
C 0.4847 1.5463 0.4400
O -1.9716 1.3195 0.2134
N -0.0341 -0.5157 0.6048
H -2.2202 1.7375 1.0489
H 1.7208 0.1550 1.5447
H 0.7433 2.5763 0.6222
H -1.7571 -2.6092 -0.5976
H -2.5322 -1.1855 -1.2556
H -2.4073 -1.3739 0.5223
H 2.5810 -1.0918 -0.4696
H 1.8322 0.1215 -1.5200
H 3.1499 0.5897 -0.4246
*
```

Output
Gap between HOMO and LUMO ... 0.2889 Eh
E ... -9900.1684 eV
Molecular weight ... 111.144 g mol⁻¹